1.
Molecular formula: C4H17BNO8P2S
Method: DFT, ωB97M-V with the def2-TZVPD basis set

Last column: Löwdin charge in e.
Element x y z (Å)
C (0.536, 4.302, -1.065)  0.01
O (0.875, 2.952, -0.597)  0.02
B (0.122, 2.015, -1.183)  -0.90
O (0.570, 1.219, -2.173)  0.19
S (-1.671, 1.828, -0.445)  1.03
P (-3.146, 2.887, -1.684)  0.30
N (-4.094, 3.626, -0.749)  -0.13
O (-2.386, 3.811, -2.711)  -0.14
O (-3.860, 1.761, -2.557)  -0.12
H (0.235, 4.239, -2.113)  0.09
H (-0.322, 4.665, -0.495)  0.10
H (1.406, 4.935, -0.941)  0.11
H (0.459, 1.630, -3.043)  0.14
H (-1.943, 0.501, -0.522)  0.00
H (-3.856, 3.497, 0.227)  0.01
H (-2.878, 4.636, -2.857)  0.12
H (-3.181, 1.122, -2.832)  0.09
C (0.152, -4.724, 0.425)  -0.10
O (0.106, -3.831, 1.539)  -0.28
P (1.021, -2.473, 1.501)  0.56
O (1.340, -2.340, 0.049)  -0.27
O (2.232, -3.100, 2.368)  -0.22
C (2.118, -4.291, 3.165)  -0.08
O (1.381, -0.972, 2.067)  -0.24
C (1.897, -0.003, 1.173)  -0.11
H (-0.428, -5.601, 0.708)  0.10
H (-0.302, -4.279, -0.457)  0.08
H (1.178, -5.022, 0.216)  0.09
H (2.368, -5.156, 2.552)  0.09
H (1.130, -4.414, 3.594)  0.08
H (2.845, -4.217, 3.971)  0.09
H (1.209, 0.177, 0.341)  0.05
H (2.872, -0.308, 0.799)  0.11
H (2.012, 0.928, 1.729)  0.10

## Properties
- Kohn-Sham gap: 7.9 eV
- Charge: +1
- Total energy: -52378.0841 eV
- LUMO level: -4.6 eV
- Multiplicity: 1
- Highest occupied orbital energy: -12.6 eV

---

2.
Molecular formula: C7H5LiO3Pd
Method: DFT, ωB97M-V with the def2-TZVPD basis set

Last column: Löwdin charge in e.
Element x y z (Å)
O (1.994, 2.773, -2.112)  0.08
C (1.462, 2.035, -1.340)  -0.28
C (1.039, 1.103, -0.571)  -0.23
C (-0.170, 0.887, 0.230)  -0.27
C (0.083, 0.855, 1.731)  -0.26
O (-0.768, 1.000, 2.607)  -0.12
Pd (2.457, -0.386, -0.513)  0.57
H (-0.917, 1.687, 0.063)  0.15
H (1.142, 1.028, 2.009)  0.12
C (0.339, -2.165, -1.037)  -0.03
C (-0.821, -1.549, -0.778)  -0.11
C (-1.063, -0.459, 0.184)  -0.42
O (-2.152, -0.473, 0.759)  -0.14
Li (-2.536, 0.342, 2.415)  0.77
H (1.276, -1.836, -0.594)  -0.03
H (0.358, -3.009, -1.729)  0.06
H (-1.723, -1.835, -1.324)  0.11

## Properties
- Kohn-Sham gap (alpha / beta): 4.9 / 6.6 eV
- Charge: 0
- Total energy: -17162.8675 eV
- LUMO level (alpha / beta): -0.4 / -1.1 eV
- Multiplicity: 3
- Highest occupied orbital energy (alpha / beta): -5.3 / -7.7 eV

---

3.
Molecular formula: C17H50N6O6
Method: DFT, ωB97M-V with the def2-TZVPD basis set

Last column: Löwdin charge in e.
Element x y z (Å)
C (19.636, 29.041, 10.858)  -0.13
O (18.635, 28.625, 10.013)  -0.23
C (18.933, 28.568, 8.608)  -0.15
C (19.092, 29.973, 7.815)  -0.39
C (17.847, 30.888, 8.073)  -0.06
N (19.277, 29.780, 6.354)  0.03
H (20.156, 29.914, 10.464)  0.08
H (20.348, 28.233, 11.023)  0.09
H (19.317, 29.346, 11.854)  0.10
H (19.794, 27.912, 8.482)  0.11
H (18.177, 27.967, 8.103)  0.12
H (19.957, 30.433, 8.293)  0.11
H (16.998, 30.489, 7.519)  0.08
H (18.091, 31.918, 7.815)  0.07
H (17.551, 31.125, 9.095)  0.07
H (20.195, 29.392, 6.190)  0.07
H (19.296, 30.692, 5.921)  0.06
C (18.589, 21.475, 16.137)  -0.09
O (19.287, 22.029, 14.998)  -0.21
C (20.563, 21.366, 14.746)  -0.18
C (21.358, 22.321, 13.935)  -0.45
C (21.953, 21.742, 12.678)  -0.05
N (22.426, 22.676, 14.808)  0.03
H (17.761, 22.087, 16.494)  0.08
H (19.289, 21.474, 16.973)  0.08
H (18.211, 20.463, 15.993)  0.08
H (20.964, 21.073, 15.716)  0.11
H (20.344, 20.416, 14.260)  0.12
H (20.810, 23.204, 13.608)  0.14
H (21.213, 21.056, 12.266)  0.07
H (22.769, 21.042, 12.861)  0.08
H (22.162, 22.501, 11.925)  0.06
H (22.028, 23.281, 15.512)  0.08
H (22.809, 21.918, 15.354)  0.07
C (18.106, 20.849, 8.904)  -0.05
O (18.942, 21.949, 8.435)  -0.24
C (19.976, 22.482, 9.249)  -0.22
C (21.109, 23.162, 8.455)  -0.43
C (22.330, 23.667, 9.267)  -0.04
N (20.531, 24.241, 7.655)  0.05
H (18.729, 19.962, 9.013)  0.08
H (17.355, 20.686, 8.131)  0.10
H (17.910, 21.258, 9.895)  0.07
H (19.456, 23.140, 9.945)  0.11
H (20.406, 21.653, 9.810)  0.11
H (21.412, 22.288, 7.879)  0.13
H (22.911, 22.910, 9.794)  0.07
H (21.948, 24.386, 9.991)  0.07
H (22.826, 24.265, 8.502)  0.08
H (20.399, 24.868, 8.435)  0.05
H (19.573, 23.970, 7.481)  0.06
C (14.462, 26.088, 10.372)  -0.11
O (15.130, 24.991, 10.944)  -0.22
C (14.655, 23.718, 10.425)  -0.13
C (15.461, 22.506, 11.081)  -0.43
C (14.937, 21.117, 10.856)  -0.08
N (15.584, 22.670, 12.517)  0.04
H (13.439, 26.170, 10.741)  0.09
H (14.394, 26.045, 9.285)  0.09
H (14.928, 27.051, 10.580)  0.09
H (13.592, 23.551, 10.595)  0.13
H (14.840, 23.689, 9.352)  0.12
H (16.491, 22.520, 10.726)  0.09
H (15.468, 20.203, 11.122)  0.08
H (14.844, 20.923, 9.788)  0.08
H (13.986, 20.944, 11.361)  0.08
H (14.821, 22.187, 12.968)  0.07
H (15.421, 23.663, 12.608)  0.06
N (18.281, 26.010, 11.200)  0.21
C (18.722, 25.500, 12.290)  -0.74
N (18.296, 24.290, 12.455)  0.20
O (19.568, 26.043, 13.047)  -0.02
H (18.638, 26.929, 10.982)  0.07
H (17.428, 25.634, 10.811)  0.10
H (17.648, 23.832, 11.830)  0.07
H (18.661, 23.787, 13.252)  0.09
O (18.707, 25.659, 15.717)  -0.07
H (18.105, 25.101, 15.225)  0.01
H (19.253, 26.073, 15.049)  -0.01

## Properties
- Kohn-Sham gap: 9.3 eV
- Charge: 0
- Total energy: -39661.6426 eV
- LUMO level: 0.5 eV
- Multiplicity: 1
- Highest occupied orbital energy: -8.7 eV